No. 1
{"formula": "C4H8O2", "method": "ωB97M-V/def2-TZVPD", "elements": ["C", "O", "C", "C", "C", "O", "H", "H", "H", "H", "H", "H", "H", "H"], "xyz": [[1.62849, -0.43216, -0.88120], [0.35847, 0.16871, -1.05701], [-0.66512, -0.38459, -0.27530], [-0.52158, -0.27412, 1.21094], [-1.73397, 0.63800, 0.10804], [-1.29527, 1.91078, -0.03168], [1.61784, -1.51267, -1.10284], [1.99855, -0.28820, 0.14578], [2.29792, 0.07073, -1.58317], [-1.02505, -1.33998, -0.66963], [0.33602, 0.28719, 1.57867], [-0.84557, -1.13341, 1.78925], [-1.66319, 0.37710, 1.34724], [-0.48753, 1.91263, -0.57909]], "forces_ev_per_a": [[0.2, -0.1, 0.0], [0.0, 0.0, 0.1], [-0.2, 0.0, 0.0], [0.2, -0.3, 0.2], [0.0, 0.0, -0.3], [0.1, 0.2, -0.5], [-0.1, 0.3, 0.0], [-0.1, -0.1, -0.3], [0.0, -0.1, 0.1], [0.1, 0.2, 0.1], [-0.3, 0.0, 0.0], [0.2, 0.0, 0.0], [-0.1, -0.1, 0.4], [0.0, 0.0, 0.1]], "lowdin_charge": [-0.083, -0.172, -0.372, -0.041, -0.150, -0.026, 0.097, 0.086, 0.092, 0.149, 0.112, 0.104, 0.106, 0.099], "largest_force_ev_per_a": 0.50, "de_lowest_kcal_mol": 114.3, "charge": 0, "lumo_ev": 0.87, "gap_ev": 9.05}

=====

No. 2
{"formula": "C4H13NOS", "method": "ωB97M-V/def2-TZVPD", "elements": ["C", "N", "C", "C", "C", "S", "H", "H", "H", "H", "H", "H", "H", "H", "H", "H", "H", "O", "H", "H"], "xyz": [[0.69967, -2.52131, 1.18799], [-0.15804, -1.35621, 1.04378], [0.58060, -0.12577, 0.87672], [-0.13246, 0.94676, 0.20213], [-0.47768, 0.61015, -1.25325], [0.86986, 0.68298, -2.59346], [1.25541, -2.44589, 2.15424], [1.21638, -2.73385, 0.21239], [0.17629, -3.57485, 1.28828], [-0.96372, -1.50758, 0.41075], [1.62551, -0.17095, 0.36156], [0.88897, 0.18660, 1.75028], [0.28973, 1.93004, 0.51390], [-1.05371, 1.12335, 0.60303], [-1.38964, 1.18385, -1.51226], [-0.87487, -0.33276, -1.51097], [1.30322, 1.91389, -2.47188], [-1.89859, 1.05538, 2.58226], [-2.79614, 0.82371, 2.99600], [-1.32101, 0.26824, 2.65385]], "forces_ev_per_a": [[-1.0, -2.5, -0.4], [-1.0, -0.8, 0.0], [1.5, -1.9, -3.9], [0.5, 0.5, -1.7], [0.5, 2.6, -1.3], [-1.1, -0.8, 0.8], [0.3, 0.1, -1.3], [0.7, 0.5, 1.2], [0.1, 2.3, 0.1], [1.2, 0.3, 0.4], [-1.5, -0.8, 0.1], [1.3, 1.6, 5.1], [0.5, -0.5, -1.4], [-2.7, -0.2, 1.4], [0.9, 0.5, -0.4], [0.0, -1.7, 0.7], [0.1, 0.8, 0.3], [-1.7, -0.7, 1.1], [2.2, 0.3, -0.9], [-0.7, 0.3, 0.0]], "lowdin_charge": [-0.154, -0.129, -0.316, -0.275, -0.488, 0.660, 0.085, 0.082, 0.099, 0.121, 0.147, 0.055, 0.148, 0.042, 0.080, 0.025, -0.197, -0.098, 0.086, 0.028], "largest_force_ev_per_a": 5.48, "de_lowest_kcal_mol": 54.8, "smiles": "CNCCCS.O", "charge": 0, "lumo_ev": 0.84, "gap_ev": 9.60}

=====

No. 3
{"formula": "C4H6N3S", "method": "ωB97M-V/def2-TZVPD", "elements": ["C", "C", "C", "C", "N", "N", "N", "S", "H", "H", "H", "H", "H", "H"], "xyz": [[-3.18475, 1.76939, 0.58655], [-1.96609, 1.30612, 0.15924], [-0.57331, -0.71144, 0.23220], [1.64974, -0.89013, -0.44081], [-3.91721, 0.80600, 1.12064], [0.40138, -0.22819, -0.36387], [-1.75116, 0.00883, 0.50093], [-3.21469, -0.58592, 1.31217], [-3.53161, 2.76978, 0.28723], [-1.14441, 1.91152, -0.23490], [-0.68278, -1.64383, 0.70024], [2.56868, -0.17771, -0.64731], [1.78812, -1.80175, -1.04442], [1.95757, -1.38079, 0.55070]], "forces_ev_per_a": [[-1.1, 0.0, -0.9], [2.2, -1.4, 0.8], [0.7, -0.4, 0.1], [4.1, -0.8, 1.6], [-0.8, 0.5, 0.7], [-0.7, 0.9, -0.2], [-2.1, 2.3, -0.4], [1.7, 1.3, -1.4], [-0.3, -0.6, 0.7], [-0.3, -0.5, -0.2], [0.5, -1.7, 0.5], [-2.3, -1.2, 0.0], [-0.8, 0.7, -0.7], [-0.7, 0.9, -0.8]], "lowdin_charge": [-0.151, -0.036, -0.207, -0.126, -0.266, 0.047, -0.230, 1.212, 0.150, 0.161, 0.122, 0.126, 0.093, 0.107], "largest_force_ev_per_a": 4.46, "de_lowest_kcal_mol": 71.5, "charge": 1, "lumo_ev": -6.15, "gap_ev": 8.45}